(1)
DFT (ωB97M-V with the def2-TZVPD basis set) results for a structure of composition C8H17CaOP2.

## Properties
Total charge ... -1
Multiplicity ... 1
E_tot ... -47633.52913 eV

Last column: Löwdin charge in e.
CARTESIAN COORDINATES (ANGSTROEM)
C -3.243 -1.840 0.662  -0.2538
C -2.807 -2.548 -0.495  -0.2196
C -2.979 -1.699 -1.625  -0.2132
C -3.610 -0.505 -1.195  -0.2230
C -3.733 -0.554 0.226  -0.2773
Ca -0.748 0.594 1.018  0.5186
P 0.581 -1.495 2.508  0.5266
H -3.340 -2.245 1.675  0.0530
H -2.359 -3.544 -0.493  0.0544
H -2.666 -1.931 -2.638  0.0552
H -4.284 0.148 0.855  0.0509
H -3.918 0.333 -1.823  0.0606
H 1.990 -1.795 2.491  -0.1761
H 0.139 -2.780 2.974  -0.1820
H 0.556 -0.865 3.811  -0.1543
C 2.936 -0.016 -0.751  -0.2319
P 1.736 1.293 -0.654  0.5283
C 1.767 2.031 0.984  -0.3669
C 2.127 2.549 -1.875  -0.2307
O 0.317 0.716 -0.846  -0.6065
H 2.722 -0.800 -0.016  0.0307
H 3.959 0.348 -0.593  0.0468
H 2.880 -0.473 -1.747  0.0557
H 2.746 2.495 1.118  0.0235
H 1.015 2.829 1.093  0.0049
H 1.650 1.301 1.805  -0.0296
H 2.060 2.092 -2.877  0.0533
H 1.376 3.355 -1.821  0.0514
H 3.130 3.006 -1.770  0.0511



(2)
DFT (ωB97M-V with the def2-TZVPD basis set) results for a cluster of 14 separate species, C84H210N14O28 in total.

## Properties
Total charge ... 0
Multiplicity ... 1
Relative energy (zero: lowest compared OMol25 entry of this formula, charge and spin) ... 176.13 kJ/mol

Last column: Löwdin charge in e.
CARTESIAN COORDINATES (ANGSTROEM)
C 27.712 16.915 27.727  -0.1236
O 26.700 17.389 26.899  -0.1718
C 25.772 18.178 27.625  -0.2406
C 24.729 18.598 26.674  -0.2147
N 25.296 19.611 25.749  -0.0182
C 24.297 20.003 24.736  -0.2026
C 24.675 21.212 23.876  -0.2233
O 25.732 20.850 23.003  -0.1663
C 26.090 21.913 22.170  -0.1272
H 27.258 16.353 28.554  0.0755
H 28.327 17.725 28.132  0.0889
H 28.424 16.299 27.182  0.0885
H 26.225 19.081 28.072  0.1361
H 25.346 17.570 28.422  0.0992
H 23.918 19.105 27.197  0.1193
H 24.336 17.710 26.160  0.1238
H 26.038 19.123 25.235  0.1133
H 23.418 20.291 25.302  0.0744
H 24.003 19.253 23.986  0.1202
H 25.004 21.994 24.552  0.1144
H 23.800 21.615 23.345  0.0951
H 26.774 22.669 22.597  0.0939
H 25.203 22.461 21.784  0.0666
H 26.590 21.526 21.263  0.0832
C 19.503 25.866 24.712  -0.1098
O 18.787 24.714 24.335  -0.1709
C 19.554 23.913 23.458  -0.2230
C 18.586 22.957 22.769  -0.2151
N 17.768 23.524 21.699  -0.0282
C 16.672 22.570 21.365  -0.1663
C 15.517 22.470 22.424  -0.2137
O 14.944 23.760 22.428  -0.1986
C 14.074 24.023 23.537  -0.0841
H 20.499 25.706 25.152  0.0742
H 18.911 26.433 25.419  0.0863
H 19.646 26.495 23.837  0.0847
H 20.342 23.382 23.967  0.0875
H 20.043 24.549 22.720  0.1104
H 18.016 22.446 23.537  0.0980
H 19.206 22.139 22.396  0.0964
H 17.294 24.359 22.078  0.1138
H 17.152 21.601 21.126  0.1099
H 16.219 22.904 20.434  0.0978
H 15.825 22.141 23.424  0.0987
H 14.810 21.737 22.005  0.1205
H 13.049 23.755 23.347  0.0756
H 14.075 25.093 23.735  0.0827
H 14.491 23.525 24.425  0.0882
C 23.631 28.350 12.910  -0.1411
O 23.652 27.256 13.770  -0.2054
C 22.358 26.589 13.893  -0.1988
C 22.560 25.364 14.732  -0.1825
N 22.829 25.585 16.191  -0.0373
C 21.703 26.136 16.959  -0.1961
C 20.567 25.157 16.991  -0.2576
O 19.641 25.460 17.973  -0.1705
C 19.926 24.932 19.223  -0.1141
H 24.604 28.650 12.515  0.0687
H 23.225 29.188 13.498  0.0952
H 23.032 28.195 11.985  0.0934
H 21.985 26.287 12.905  0.1244
H 21.617 27.286 14.283  0.1164
H 23.418 24.858 14.293  0.1038
H 21.636 24.764 14.676  0.1151
H 23.575 26.279 16.211  0.0960
H 21.358 27.076 16.501  0.1136
H 21.918 26.474 17.958  0.1088
H 20.987 24.164 17.098  0.1071
H 20.001 25.150 16.066  0.1182
H 19.068 25.150 19.847  0.0783
H 20.814 25.380 19.683  0.0778
H 20.083 23.844 19.134  0.0750
C 24.707 15.182 29.936  -0.1237
O 23.819 14.995 28.850  -0.1869
C 22.543 15.540 29.156  -0.2240
C 21.550 14.861 28.234  -0.2267
N 21.665 15.294 26.870  -0.0488
C 21.213 14.368 25.803  -0.1670
C 21.420 15.035 24.417  -0.2396
O 22.714 15.548 24.387  -0.2018
C 23.180 15.757 23.090  -0.1068
H 25.665 14.772 29.643  0.0826
H 24.361 14.658 30.824  0.0835
H 24.800 16.216 30.252  0.0773
H 22.623 16.633 29.067  0.1254
H 22.182 15.292 30.158  0.1183
H 20.579 15.051 28.679  0.1113
H 21.683 13.775 28.321  0.1214
H 22.656 15.420 26.629  0.1092
H 20.132 14.193 25.844  0.1148
H 21.731 13.401 25.821  0.1171
H 20.702 15.829 24.195  0.1076
H 21.192 14.317 23.599  0.1242
H 23.086 14.894 22.442  0.0711
H 24.197 16.152 23.082  0.1015
H 22.543 16.481 22.591  0.0710
C 27.318 29.885 14.111  -0.1572
O 28.103 28.791 14.329  -0.1705
C 27.377 27.763 15.053  -0.1923
C 28.384 26.715 15.498  -0.2062
N 27.709 25.674 16.281  -0.0500
C 26.781 24.810 15.501  -0.1553
C 26.354 23.543 16.277  -0.2493
O 27.513 22.855 16.552  -0.1839
C 27.241 21.653 17.301  -0.0740
H 26.367 29.682 13.598  0.0711
H 27.840 30.674 13.585  0.0903
H 26.980 30.300 15.058  0.0795
H 26.611 27.414 14.353  0.1158
H 26.882 28.085 15.975  0.1136
H 29.142 27.141 16.147  0.1125
H 28.975 26.410 14.626  0.1205
H 28.453 25.098 16.627  0.0982
H 27.195 24.493 14.543  0.1072
H 25.920 25.479 15.334  0.1039
H 25.687 22.905 15.703  0.1037
H 25.803 23.825 17.183  0.1058
H 28.173 21.141 17.568  0.0905
H 26.567 20.945 16.775  0.0882
H 26.759 21.911 18.261  0.0796
C 24.952 18.825 19.657  -0.1047
O 24.385 17.586 19.406  -0.1513
C 23.123 17.770 18.856  -0.2568
C 22.594 16.427 18.579  -0.2626
N 22.536 15.648 19.747  -0.0240
C 21.985 14.256 19.552  -0.1611
C 22.966 13.301 18.882  -0.2313
O 24.053 13.340 19.770  -0.2095
C 25.204 12.666 19.341  -0.1082
H 24.322 19.441 20.322  0.0885
H 25.103 19.379 18.716  0.0820
H 25.952 18.686 20.034  0.0874
H 23.221 18.295 17.875  0.1093
H 22.463 18.423 19.426  0.1131
H 23.176 16.021 17.719  0.1275
H 21.601 16.502 18.162  0.1105
H 23.414 15.614 20.217  0.0815
H 21.033 14.237 19.020  0.1116
H 21.714 13.791 20.509  0.1054
H 23.274 13.580 17.876  0.1143
H 22.539 12.285 18.892  0.1260
H 25.990 12.816 20.075  0.0878
H 25.554 13.064 18.393  0.0818
H 25.005 11.589 19.201  0.0916
C 21.657 19.959 22.372  -0.0769
O 22.281 20.561 21.268  -0.2020
C 21.858 21.847 20.898  -0.2111
C 22.643 22.373 19.733  -0.2406
N 22.271 21.723 18.540  -0.0092
C 23.237 22.027 17.407  -0.1415
C 23.036 21.185 16.146  -0.2090
O 23.557 19.901 16.379  -0.1909
C 23.287 19.043 15.299  -0.1165
H 20.588 19.932 22.186  0.0707
H 21.838 20.435 23.339  0.0685
H 21.967 18.917 22.405  0.0867
H 22.100 22.473 21.759  0.1143
H 20.785 21.870 20.678  0.1167
H 23.668 22.284 20.061  0.1090
H 22.366 23.414 19.605  0.1085
H 22.295 20.736 18.751  0.0795
H 24.290 22.007 17.682  0.0886
H 23.064 23.070 17.184  0.0858
H 23.450 21.643 15.230  0.1173
H 21.963 21.198 15.896  0.1038
H 23.810 19.372 14.396  0.0647
H 22.206 18.881 15.125  0.0953
H 23.682 18.048 15.461  0.0814
C 21.087 18.284 25.853  -0.0986
O 21.014 19.686 25.573  -0.2132
C 19.983 20.268 26.356  -0.2034
C 19.789 21.732 25.942  -0.1880
N 20.718 22.678 26.489  -0.0407
C 22.088 22.537 26.168  -0.2317
C 22.920 23.620 26.798  -0.2148
O 22.547 24.817 26.149  -0.2065
C 23.369 25.872 26.581  -0.1214
H 21.775 17.806 25.164  0.0641
H 20.111 17.768 25.665  0.0844
H 21.383 18.041 26.897  0.0837
H 20.180 20.168 27.417  0.1233
H 19.061 19.702 26.164  0.0933
H 18.783 22.035 26.253  0.1319
H 19.832 21.713 24.838  0.0981
H 20.408 23.638 26.373  0.1025
H 22.328 22.423 25.112  0.1065
H 22.425 21.624 26.646  0.1107
H 23.967 23.387 26.608  0.1173
H 22.824 23.637 27.888  0.1332
H 23.141 26.786 26.029  0.0841
H 24.414 25.617 26.414  0.0864
H 23.230 26.153 27.642  0.0949
C 31.831 20.332 14.055  -0.1451
O 30.897 21.200 13.540  -0.1953
C 30.820 21.040 12.131  -0.2191
C 29.626 21.855 11.602  -0.2051
N 28.297 21.219 11.641  -0.0472
C 27.855 21.115 13.068  -0.1952
C 26.456 20.536 13.159  -0.1995
O 25.449 21.515 13.407  -0.2189
C 25.459 22.555 12.447  -0.1118
H 32.803 20.491 13.587  0.0869
H 31.526 19.282 13.905  0.0984
H 32.029 20.543 15.084  0.0807
H 30.690 19.964 11.913  0.1280
H 31.722 21.345 11.595  0.1187
H 29.866 22.083 10.555  0.1138
H 29.591 22.832 12.120  0.1221
H 27.651 21.851 11.175  0.0802
H 27.851 22.070 13.642  0.1200
H 28.578 20.494 13.578  0.1087
H 26.353 19.785 13.944  0.1189
H 26.216 20.035 12.221  0.1189
H 24.608 23.168 12.666  0.0751
H 25.374 22.177 11.422  0.0903
H 26.384 23.151 12.443  0.0802
C 13.770 21.773 17.548  -0.1225
O 15.150 21.786 17.793  -0.1805
C 15.698 22.584 16.768  -0.2366
C 17.181 22.704 17.113  -0.1913
N 17.801 21.370 17.091  -0.0273
C 18.947 21.160 17.976  -0.2186
C 19.337 19.713 18.057  -0.1927
O 18.405 19.083 18.949  -0.2012
C 18.512 17.697 19.073  -0.1200
H 13.298 22.726 17.758  0.0860
H 13.334 21.000 18.161  0.0828
H 13.549 21.511 16.492  0.0967
H 15.200 23.555 16.688  0.1275
H 15.630 22.103 15.757  0.1195
H 17.222 23.215 18.077  0.1071
H 17.634 23.421 16.415  0.1103
H 17.132 20.730 17.501  0.0937
H 18.779 21.603 18.961  0.1064
H 19.763 21.784 17.592  0.0960
H 20.340 19.638 18.510  0.1085
H 19.370 19.281 17.052  0.1247
H 17.839 17.363 19.876  0.0817
H 19.519 17.421 19.452  0.0864
H 18.323 17.187 18.128  0.0882
C 23.180 16.551 11.814  -0.1152
O 23.691 15.263 11.562  -0.2023
C 25.032 15.031 11.943  -0.2328
C 25.428 13.677 11.452  -0.2574
N 26.759 13.395 11.869  -0.0575
C 27.162 12.077 11.347  -0.2108
C 28.578 11.731 11.788  -0.2089
O 28.601 11.668 13.231  -0.2106
C 29.865 11.324 13.772  -0.1228
H 23.469 17.247 11.019  0.0875
H 23.436 16.917 12.827  0.0803
H 22.095 16.500 11.863  0.0827
H 25.082 15.039 13.042  0.1315
H 25.577 15.794 11.410  0.1236
H 25.369 13.743 10.365  0.1303
H 24.680 12.980 11.844  0.1285
H 26.788 13.325 12.897  0.1219
H 27.151 12.038 10.250  0.1208
H 26.447 11.280 11.629  0.1228
H 29.294 12.498 11.458  0.1247
H 28.918 10.775 11.408  0.1121
H 29.835 11.096 14.838  0.0821
H 30.606 12.151 13.615  0.0961
H 30.281 10.427 13.295  0.0800
C 11.859 16.773 27.619  -0.1287
O 12.991 16.702 26.814  -0.1903
C 14.172 16.537 27.584  -0.2425
C 15.336 16.493 26.639  -0.2431
N 15.512 17.759 25.974  -0.0491
C 16.679 17.921 25.064  -0.1973
C 16.815 19.327 24.545  -0.2381
O 17.991 19.407 23.757  -0.2085
C 17.848 18.818 22.454  -0.0925
H 11.843 15.931 28.317  0.0853
H 10.982 16.583 27.028  0.0812
H 11.775 17.721 28.143  0.0911
H 14.026 15.625 28.164  0.1196
H 14.336 17.387 28.267  0.1294
H 15.125 15.593 26.021  0.1280
H 16.275 16.345 27.201  0.1273
H 14.656 17.861 25.426  0.1117
H 16.700 17.219 24.215  0.1152
H 17.585 17.646 25.616  0.1108
H 17.125 19.964 25.363  0.1073
H 15.868 19.679 24.108  0.1238
H 16.784 18.866 22.216  0.0908
H 18.065 17.740 22.484  0.0818
H 18.490 19.325 21.726  0.0684
C 14.013 22.258 11.533  -0.1353
O 14.679 22.155 12.752  -0.1994
C 15.903 21.449 12.710  -0.2115
C 17.122 22.309 12.264  -0.2163
N 18.277 21.495 12.370  -0.0762
C 18.876 21.266 13.688  -0.1886
C 20.224 20.557 13.587  -0.2459
O 20.981 21.375 12.771  -0.1801
C 22.123 20.756 12.227  -0.0858
H 13.794 21.243 11.156  0.0907
H 14.527 22.821 10.741  0.0855
H 13.060 22.741 11.712  0.0824
H 15.867 20.592 12.023  0.1218
H 15.970 21.044 13.716  0.1018
H 17.170 23.263 12.844  0.1248
H 17.036 22.614 11.212  0.1188
H 19.012 21.819 11.777  0.0937
H 18.189 20.600 14.204  0.1031
H 19.006 22.200 14.281  0.1232
H 20.155 19.498 13.269  0.1362
H 20.620 20.539 14.599  0.0818
H 21.871 19.913 11.586  0.0906
H 22.807 20.382 12.992  0.0541
H 22.694 21.502 11.678  0.0851
C 23.485 25.241 22.765  -0.1090
O 24.377 24.974 21.723  -0.2061
C 24.642 26.075 20.881  -0.2288
C 25.684 25.614 19.890  -0.1689
N 26.156 26.807 19.133  -0.0576
C 27.013 27.746 19.821  -0.2179
C 27.482 28.861 18.894  -0.2259
O 28.263 29.860 19.568  -0.1570
C 28.553 30.778 18.542  -0.1334
H 23.856 26.062 23.392  0.0872
H 23.360 24.286 23.269  0.0756
H 22.483 25.596 22.454  0.0859
H 25.008 26.897 21.509  0.1117
H 23.747 26.478 20.406  0.1230
H 25.107 25.027 19.167  0.1046
H 26.467 24.982 20.301  0.1203
H 26.672 26.533 18.304  0.0681
H 27.865 27.328 20.378  0.1263
H 26.385 28.122 20.623  0.1008
H 26.628 29.303 18.381  0.1195
H 28.106 28.410 18.130  0.1012
H 29.142 31.599 18.900  0.0817
H 27.670 31.149 18.010  0.0861
H 29.157 30.244 17.809  0.0838



(3)
DFT (ωB97M-V with the def2-TZVPD basis set) results for a structure of composition C3H6N2O.

## Properties
Total charge ... 0
Multiplicity ... 1
Relative energy (zero: lowest compared OMol25 entry of this formula, charge and spin) ... 539.25 kJ/mol

Last column: Löwdin charge in e.
CARTESIAN COORDINATES (ANGSTROEM)
N -1.230 -0.958 0.076  0.0347
C -0.745 0.158 0.610  -0.2993
C 1.439 0.250 0.009  -0.1806
O 1.729 -0.879 -0.456  -0.1123
C -1.056 1.448 0.040  -0.2358
N -1.319 2.478 -0.421  0.1524
H -1.649 -0.767 -0.838  0.0955
H -0.226 -1.768 -0.391  0.0935
H -0.522 0.137 1.673  0.1195
H 1.273 1.095 -0.671  0.0926
H 1.694 0.485 1.051  0.1005
H 0.611 -1.680 -0.683  0.1394



The records above give, respectively, maximum force values of 2.294, 3.109, 1.091 eV/Å.